1.
{"formula": "C3H4ClNS", "method": "ωB97M-V/def2-TZVPD", "relative_energy_kcal_mol": 11.1, "smiles": "S=CN/C=C/Cl", "homo_lumo_gap_ev": 8.9, "e_tot_ha": -1029.81235, "elements": ["C", "C", "C", "H", "H", "H", "H", "N", "S", "Cl"], "positions_angstrom": [[-0.22, -1.56, -0.76], [-0.28, -0.56, 0.09], [0.34, 1.64, 0.70], [0.47, -1.54, -1.57], [-1.01, -0.59, 0.88], [1.45, 0.43, -0.54], [1.16, 2.45, 0.62], [0.60, 0.53, 0.01], [-1.03, 1.98, 1.51], [-1.48, -2.77, -0.93]], "lowdin_charge": [-0.53, -0.24, -0.73, 0.06, 0.08, 0.15, 0.09, -0.06, 0.61, 0.58]}

2.
{"formula": "C36H35AsBF8N7PS4Y", "method": "ωB97M-V/def2-TZVPD", "total_charge": -2, "relative_energy_kcal_mol": 0.8, "homo_lumo_gap_ev": 5.9, "e_tot_ha": -6808.71780, "elements": ["Y", "C", "C", "N", "C", "C", "C", "C", "N", "C", "C", "F", "C", "F", "C", "C", "F", "C", "F", "H", "H", "H", "H", "H", "H", "H", "H", "H", "H", "H", "H", "H", "H", "H", "N", "C", "N", "C", "N", "C", "C", "N", "C", "C", "N", "H", "H", "H", "H", "H", "S", "As", "S", "S", "S", "C", "C", "C", "C", "C", "C", "P", "C", "C", "C", "C", "C", "C", "C", "C", "C", "C", "C", "C", "H", "H", "H", "H", "H", "H", "H", "H", "H", "H", "H", "H", "H", "H", "H", "F", "B", "F", "F", "F"], "positions_angstrom": [[-1.31, 0.66, -0.42], [-2.64, 2.42, -4.76], [-2.68, 1.84, -3.34], [-1.69, 2.35, -2.37], [-2.17, 3.54, -1.62], [-2.42, 4.81, -2.42], [-0.37, 2.57, -2.96], [0.31, 1.28, -3.37], [0.25, 0.28, -2.30], [0.99, -0.83, -2.48], [1.01, -1.79, -1.44], [0.31, -1.48, -0.32], [1.69, -2.98, -1.48], [1.60, -3.81, -0.42], [2.45, -3.35, -2.58], [2.46, -2.44, -3.62], [3.16, -2.74, -4.73], [1.76, -1.25, -3.60], [1.84, -0.49, -4.73], [-3.48, 2.02, -5.32], [-1.73, 2.15, -5.29], [-2.72, 3.51, -4.77], [-2.56, 0.76, -3.42], [-3.66, 2.00, -2.90], [-1.42, 3.75, -0.85], [-3.09, 3.26, -1.10], [-1.54, 5.12, -3.00], [-2.65, 5.61, -1.72], [-3.27, 4.71, -3.09], [0.23, 3.09, -2.23], [-0.42, 3.22, -3.84], [1.34, 1.54, -3.62], [-0.15, 0.89, -4.29], [2.99, -4.28, -2.62], [-3.21, -2.55, 2.32], [-2.49, -1.44, 2.15], [-2.09, -1.37, 0.89], [-2.68, -2.45, 0.32], [-3.38, -3.20, 1.14], [-2.59, -2.68, -1.13], [-3.11, -3.82, -1.73], [-3.05, -4.01, -3.04], [-2.45, -3.05, -3.75], [-1.93, -1.92, -3.15], [-2.01, -1.72, -1.84], [-3.79, -2.77, 3.11], [-2.28, -0.72, 2.92], [-3.59, -4.58, -1.13], [-2.37, -3.19, -4.82], [-1.42, -1.15, -3.73], [-4.98, 3.56, 1.06], [-4.14, 1.64, 1.34], [-3.99, 0.62, -0.63], [-1.96, 1.85, 1.83], [-5.06, 0.36, 2.78], [2.76, 2.91, 5.35], [1.63, 3.19, 4.59], [1.21, 2.30, 3.61], [1.91, 1.11, 3.40], [3.05, 0.85, 4.15], [3.48, 1.74, 5.12], [1.25, -0.03, 2.12], [0.64, -1.40, 3.19], [0.56, -2.71, 2.70], [-0.04, -3.71, 3.45], [-0.60, -3.42, 4.69], [-0.54, -2.13, 5.18], [0.09, -1.13, 4.44], [2.78, -0.74, 1.40], [3.22, -0.14, 0.22], [4.35, -0.62, -0.44], [5.04, -1.72, 0.07], [4.60, -2.32, 1.24], [3.48, -1.84, 1.90], [3.09, 3.61, 6.11], [1.08, 4.10, 4.75], [0.34, 2.52, 3.01], [3.61, -0.06, 3.97], [4.37, 1.52, 5.70], [0.97, -2.95, 1.73], [-0.09, -4.72, 3.05], [-1.08, -4.20, 5.26], [-0.98, -1.89, 6.14], [0.12, -0.12, 4.83], [2.68, 0.70, -0.20], [4.66, -0.15, -1.36], [5.90, -2.10, -0.46], [5.13, -3.18, 1.63], [3.13, -2.34, 2.80], [1.18, 4.44, -0.50], [1.69, 3.17, -0.24], [0.57, 2.25, -0.10], [2.47, 2.73, -1.32], [2.42, 3.13, 0.93]], "lowdin_charge": [1.05, -0.09, -0.28, -0.24, -0.27, -0.07, -0.20, -0.22, -0.05, -0.23, -0.17, -0.02, -0.23, 0.07, 0.03, -0.23, 0.06, -0.14, 0.05, 0.07, 0.06, 0.06, 0.08, 0.07, 0.10, 0.02, 0.07, 0.08, 0.06, 0.09, 0.12, 0.12, 0.10, 0.12, 0.04, -0.26, 0.01, -0.35, 0.14, -0.20, -0.07, 0.08, -0.12, -0.10, 0.09, 0.15, 0.06, 0.11, 0.10, 0.10, -0.21, -0.48, 0.02, -0.01, -0.19, -0.10, -0.07, -0.10, -0.36, -0.08, -0.10, 1.12, -0.36, -0.12, -0.09, -0.11, -0.09, -0.09, -0.35, -0.08, -0.07, -0.10, -0.10, -0.11, 0.09, 0.10, 0.03, 0.10, 0.09, 0.08, 0.10, 0.09, 0.10, 0.11, 0.09, 0.11, 0.09, 0.09, 0.10, 0.13, -1.27, -0.05, 0.11, 0.14]}

3.
{"formula": "C5H34NO13", "method": "ωB97M-V/def2-TZVPD", "total_charge": -1, "relative_energy_kcal_mol": 25.5, "homo_lumo_gap_ev": 9.2, "e_tot_ha": -1243.86901, "elements": ["N", "C", "C", "C", "C", "C", "O", "H", "H", "H", "H", "H", "H", "H", "H", "H", "H", "H", "H", "O", "H", "H", "O", "H", "H", "O", "H", "H", "O", "H", "H", "O", "H", "H", "O", "H", "H", "O", "H", "H", "O", "H", "H", "O", "H", "H", "O", "H", "H", "O", "H", "H", "O"], "positions_angstrom": [[2.59, -0.90, 1.72], [1.75, -2.12, 1.72], [0.69, -1.94, 0.62], [1.00, -0.59, -0.05], [2.38, -0.15, 0.46], [2.49, 1.35, 0.77], [2.22, 2.16, -0.35], [3.55, -1.17, 1.90], [2.30, -3.04, 1.55], [1.29, -2.20, 2.71], [0.74, -2.77, -0.08], [-0.31, -1.93, 1.03], [1.02, -0.63, -1.14], [0.26, 0.20, 0.13], [3.15, -0.39, -0.29], [1.83, 1.61, 1.62], [3.54, 1.57, 1.05], [-0.47, 2.28, 2.32], [-0.68, 2.89, 0.95], [-0.99, 3.00, 1.90], [-1.50, 2.04, -1.04], [-2.22, 1.40, -2.31], [-2.36, 1.48, -1.34], [-2.63, 1.12, 0.37], [-2.30, 1.88, 1.65], [-2.69, 1.01, 1.34], [-1.57, -0.03, -3.91], [-0.67, 1.29, -3.72], [-1.57, 0.95, -3.90], [-3.38, -1.72, 0.31], [-3.31, -1.05, 1.69], [-3.52, -1.89, 1.27], [2.97, -2.34, -0.68], [2.47, -2.65, -2.11], [3.19, -2.80, -1.50], [0.47, -0.74, 3.93], [1.67, -1.46, 3.37], [1.19, -1.35, 4.20], [-4.03, -0.95, -1.70], [-2.71, -0.13, -1.27], [-3.12, -1.07, -1.36], [-1.26, 0.29, 2.21], [0.17, -0.28, 1.96], [-0.35, 0.25, 2.58], [-2.19, -1.54, -2.70], [-0.75, -1.95, -2.94], [-1.55, -1.74, -3.43], [1.62, 1.64, -2.51], [0.34, 2.28, -2.11], [0.79, 1.90, -2.92], [-0.49, 3.70, -0.91], [1.24, 2.43, -0.43], [-0.33, 2.79, -0.63]], "lowdin_charge": [-0.01, -0.21, -0.14, -0.14, -0.31, -0.22, -0.12, 0.12, 0.12, 0.06, 0.10, 0.11, 0.11, 0.10, 0.13, 0.12, 0.12, 0.02, 0.00, -0.11, 0.02, 0.02, -0.17, 0.01, 0.03, -0.10, 0.00, 0.01, -0.10, -0.02, 0.00, -0.10, 0.00, 0.03, -0.04, 0.02, -0.06, -0.10, 0.09, 0.05, -0.09, 0.04, 0.00, -0.06, 0.01, 0.04, -0.08, 0.03, 0.01, -0.09, 0.05, 0.04, -0.32]}

Number 1: LUMO energy 0.3 eV. Number 2: LUMO energy 4.0 eV. Number 3: LUMO energy 2.4 eV.